(1)
Computed, not measured: a molecular structure, C14H40N2O7, with ωB97M-V/def2-TZVPD.

The geometry in XYZ format:
```
63
C14H40N2O7 (ωB97M-V/def2-TZVPD)
O 13.66005 22.12696 19.46578
O 5.93657 22.26381 16.38457
O 14.39093 20.33374 18.59010
O 11.36566 21.01945 19.69775
O 18.55018 14.18319 20.39947
O 12.95911 21.05870 17.12427
O 17.10165 20.36318 19.11195
N 17.40941 16.77888 18.17039
N 8.47538 20.53820 18.47145
C 14.87028 22.78860 19.85758
C 16.81636 19.01246 19.22747
C 17.50429 18.17486 18.10588
C 12.62092 20.37320 19.81503
C 7.18804 21.19337 18.31193
C 8.91307 20.79016 19.81540
C 19.90070 13.84127 20.00606
C 17.55446 14.56809 19.44151
C 17.72138 16.13525 19.49080
C 17.16991 21.16703 20.26520
C 15.69742 22.88873 18.58382
C 7.06272 21.53523 16.86382
C 10.30511 20.18373 20.23300
C 4.70838 21.78376 16.87114
H 4.32567 22.11290 17.83721
H 16.56639 14.22663 19.75012
H 7.16710 22.15683 18.82124
H 16.26565 21.00711 20.85244
H 15.73771 18.85844 19.19788
H 12.67048 19.31069 19.57688
H 18.55407 18.45254 18.01126
H 6.43108 20.44687 18.55247
H 15.45300 22.09082 20.45893
H 17.04815 16.21561 17.41387
H 13.01280 20.45019 16.38734
H 12.97580 20.22572 20.83504
H 8.13308 20.42988 20.48616
H 3.90053 22.11361 16.21794
H 13.09496 22.73773 18.98700
H 14.15842 21.11183 19.09680
H 15.34805 20.32201 18.59395
H 17.67284 14.11363 18.45787
H 13.32405 20.57279 17.86382
H 7.87471 22.24199 16.69276
H 10.52067 20.14381 21.30073
H 17.98195 20.86431 20.92630
H 20.04365 12.81045 19.68190
H 14.72353 23.76170 20.32624
H 7.20320 20.63480 16.26582
H 18.71738 16.52050 19.70913
H 20.65476 14.02710 20.77089
H 13.42521 20.78552 19.20576
H 20.26991 14.43020 19.16645
H 17.09303 18.40880 17.12393
H 4.69800 20.70750 17.04334
H 17.02668 16.50238 20.24626
H 15.37268 23.84621 18.17654
H 9.09552 21.85074 19.98856
H 10.22327 19.15891 19.87087
H 17.17279 18.82394 20.24015
H 16.77690 22.91678 18.73228
H 17.37599 22.22882 20.13019
H 9.12785 21.01876 17.86859
H 15.44218 22.09202 17.88510
```

- frontier orbital gap (eV) = 9.04
- LUMO level (eV) = 0.66
- DFT total energy (eV) = -32463.8232
- 2S+1 = 1
- highest occupied orbital energy (eV) = -8.38

=====

(2)
Computed, not measured: 5 unconnected molecules or ions with the total composition C14H40N2O8, with ωB97M-V/def2-TZVPD.

The geometry in XYZ format:
```
64
C14H40N2O8 (ωB97M-V/def2-TZVPD)
O 0.82987 26.45840 -13.99117
O 4.74054 12.93909 -6.09073
O -2.63585 22.70432 -17.73443
O 2.43876 18.30873 -11.91731
O 0.72846 20.44920 -13.36402
O 0.98787 28.23670 -11.69617
O -6.00533 21.23617 -17.90562
O 3.36021 18.16941 -17.91744
N 7.64883 15.14248 -6.02678
N 6.44593 19.89353 -19.34908
C 2.98663 16.90094 -17.42307
C 5.11428 19.69786 -18.83048
C 1.96805 26.45151 -13.03231
C 6.33097 14.71489 -5.58382
C -4.02658 22.37181 -17.43230
C 1.59858 26.94567 -11.74621
C 0.34414 19.52527 -12.49640
C 5.29170 15.69405 -6.18024
C 4.17092 19.79050 -20.05017
C 4.78446 18.35457 -18.11655
C -4.63009 21.22242 -18.34905
C 4.01811 12.91533 -4.81643
C 1.41352 19.18639 -11.40009
C 6.16292 13.22256 -5.91358
H 6.55840 12.39889 -5.31921
H 2.28570 25.41444 -12.92417
H 2.71687 27.10593 -13.47853
H 0.20756 28.01108 -11.18449
H 2.67662 18.58820 -12.80440
H -3.83460 21.99716 -16.42687
H 2.48315 26.95437 -11.10936
H 6.65051 12.97527 -6.85656
H 7.45284 16.09717 -6.29186
H 4.35794 20.74554 -20.54112
H -4.67661 23.23594 -17.29504
H 0.82208 26.25472 -11.41800
H 5.14534 16.51968 -5.48380
H 3.10263 19.93323 -19.88743
H 3.69833 16.10226 -17.63211
H 1.80655 20.09435 -10.94268
H 0.16469 20.49673 -14.13959
H -4.14353 20.25581 -18.21855
H 0.79797 25.61388 -14.44655
H 7.93629 14.74387 -6.90915
H 6.75461 19.20649 -20.02197
H -4.46952 21.47445 -19.39729
H 0.89803 18.60177 -10.63813
H -0.61885 19.87222 -12.12174
H 5.17631 17.51266 -18.68730
H 1.98614 16.60914 -17.74238
H 5.60392 16.22103 -7.08186
H 4.83436 20.50162 -18.14952
H 3.06619 12.44639 -5.06551
H -2.62665 23.01074 -18.64417
H -6.41062 20.56873 -18.46406
H 5.35410 18.39492 -17.18812
H 6.25706 14.76137 -4.49732
H 3.86774 13.86563 -4.30417
H 0.06686 18.58960 -12.98193
H 7.07838 19.88679 -18.56163
H 4.23064 15.48068 -6.30960
H 4.47402 12.28978 -4.04902
H 2.99788 17.00392 -16.33800
H 4.26785 19.05830 -20.85179
```

- frontier orbital gap (eV) = 9.58
- LUMO level (eV) = 0.24
- DFT total energy (eV) = -34521.0227
- 2S+1 = 1
- highest occupied orbital energy (eV) = -9.34

=====

(3)
Computed, not measured: 8 unconnected molecules or ions with the total composition C14H40O8, with ωB97M-V/def2-TZVPD.

The geometry in XYZ format:
```
62
C14H40O8 (ωB97M-V/def2-TZVPD)
O -0.60099 0.68250 2.93528
O -3.26874 1.67180 -0.54862
O -1.29640 -2.84040 -3.98751
O 3.09259 0.82859 1.05261
O 6.19795 0.94623 -1.71570
O 1.27620 0.89505 -1.04415
O -0.44974 -4.04191 0.34750
O 1.20653 1.23502 -3.89160
C -1.40664 -2.03825 1.10233
C -1.69313 -3.97082 -0.33779
C 4.81790 1.23919 -1.69150
C -2.25023 1.58172 4.39388
C -1.28292 0.66179 5.15184
C -1.76514 1.51737 2.94144
C 3.01208 -0.22441 1.98075
C -0.49410 -1.85866 -3.37169
C -0.09268 -2.73695 0.82271
C -3.25767 1.20389 -1.90731
C -0.04571 1.13922 -0.60602
C -0.04720 0.63388 4.24266
C 1.75912 2.56449 -3.81212
C -2.33778 -2.61292 0.04681
H 0.42833 -2.24287 -0.01185
H 2.98942 -1.19895 1.47647
H 2.73632 2.57281 -4.29136
H 4.47786 1.83009 -0.83786
H 0.68903 1.42864 4.38225
H -1.53211 2.53422 2.61955
H -2.11047 2.59603 4.77053
H 0.61304 -2.84291 1.64290
H 3.93810 -0.27797 2.55995
H -2.45971 1.03250 2.25744
H -0.56606 -1.87079 -2.28137
H -3.27018 1.24692 4.57317
H -3.01632 0.13571 -1.92760
H -1.26320 -0.95971 1.03923
H 0.53621 -2.00692 -3.69080
H -3.34940 -2.71314 0.43703
H 1.06041 3.27806 -4.26005
H -1.11412 0.95285 6.18814
H -2.36515 -4.75954 -0.00311
H -0.73025 -0.83700 -3.69934
H 2.16761 -0.09444 2.66080
H 6.64717 1.77021 -1.50735
H 4.49827 1.80187 -2.58048
H -4.13429 1.41205 -0.22251
H -0.71010 0.34781 -0.98061
H -2.20381 -2.77266 -3.68171
H -0.10570 1.10178 0.48162
H -1.79197 -2.24582 2.10379
H 0.44286 -0.32810 4.39673
H -1.51393 -4.02330 -1.41341
H 1.84847 2.87433 -2.77174
H 4.20391 0.34006 -1.67569
H 1.42045 0.89518 -4.76276
H 1.29108 0.91626 -2.01437
H -1.68742 -0.35194 5.19654
H -0.44677 2.10101 -0.94407
H -2.37096 -1.89840 -0.78189
H -4.25704 1.31329 -2.34245
H 2.49947 0.67609 0.29402
H -2.56234 1.79025 -2.50157
```

- frontier orbital gap (eV) = 9.80
- LUMO level (eV) = 0.43
- DFT total energy (eV) = -31542.9907
- 2S+1 = 1
- highest occupied orbital energy (eV) = -9.37